Entry from OMol25: a molecular structure, C6H15N5NiO4Se2 (ωB97M-V with the def2-TZVPD basis set).

Last column: natural (NBO) charge in e.
Atoms and positions in Å:
Ni  -0.51313  -0.38955  -1.42634  0.813
O  2.47721  -2.29674  3.01292  -0.735
C  2.75827  -1.02731  2.42417  -0.056
C  1.80196  -0.78189  1.25425  -0.145
C  2.07194  0.64783  0.76189  -0.068
O  1.61493  1.65114  1.65306  -0.739
C  2.18662  -1.76445  0.14051  -0.544
Se  0.88006  -2.16744  -1.27378  -0.304
C  0.37371  -0.98117  1.77938  -0.543
Se  -1.05901  -0.08079  0.78629  -0.364
H  3.04036  -2.40908  3.78277  0.472
H  3.78888  -0.99748  2.05067  0.161
H  2.62907  -0.22115  3.15082  0.182
H  1.64353  0.77834  -0.23690  0.189
H  3.15286  0.78532  0.66954  0.177
H  0.65192  1.68702  1.55307  0.480
H  2.41753  -2.73165  0.58094  0.230
H  3.08746  -1.39300  -0.35076  0.214
H  0.29944  -0.56467  2.78327  0.222
H  0.14760  -2.04161  1.83707  0.233
N  -2.64210  -1.11281  -1.96403  -0.684
N  -3.41258  0.04937  -1.96142  -0.426
C  -2.80540  1.26556  -1.91814  0.645
N  -3.60353  2.31991  -1.80847  -0.768
N  -1.47219  1.26445  -1.99712  -0.545
N  -0.78332  2.47127  -2.03066  0.643
O  0.40642  2.37327  -1.93023  -0.325
O  -1.38640  3.53576  -2.16698  -0.450
H  -2.88744  -1.70565  -2.74723  0.384
H  -2.69908  -1.59212  -1.06878  0.407
H  -4.38165  -0.00674  -1.68817  0.385
H  -4.60024  2.19897  -1.78812  0.403
H  -3.18373  3.23711  -1.86351  0.455

The gap between HOMO and LUMO (alpha / beta) is 7.020 / 7.215 eV. The value obtained for the LUMO energy (alpha / beta) is -0.314 / -0.284 eV. The value obtained for the HOMO energy (alpha / beta) is -7.3334 / -7.4986 eV. The energy comes out at -7123.40375 Eh.

Entry from OMol25: a molecular structure, C22H33BN6O2Re (ωB97M-V with the def2-TZVPD basis set).

Last column: natural (NBO) charge in e.
Atoms and positions in Å:
Re  0.29544  0.46921  1.06809  1.085
C  3.35982  -2.62508  -0.93024  -0.430
N  3.13457  -2.71256  0.51521  -0.359
C  3.81920  -3.77198  1.26335  -0.437
C  2.29422  -1.86207  1.09659  0.672
N  1.51005  -1.04487  0.42365  -0.764
N  2.28328  -1.86469  2.48201  -0.594
C  1.34765  -1.32255  3.32744  0.686
N  1.44309  -1.70671  4.60137  -0.750
N  0.44642  -0.46771  2.90767  -0.802
H  4.26740  -3.16926  -1.16995  0.248
H  3.50436  -1.58669  -1.22785  0.225
H  2.53147  -3.06648  -1.48849  0.224
H  4.18954  -4.50574  0.55519  0.256
H  3.12732  -4.28876  1.92841  0.221
H  4.67370  -3.38500  1.82379  0.220
H  1.49657  -1.26744  -0.56297  0.408
H  3.04350  -2.35686  2.92431  0.433
H  2.03696  -2.46403  4.89614  0.426
H  0.85535  -1.29349  5.30695  0.433
H  -0.21709  -0.23055  3.63801  0.402
C  3.57792  4.28547  -1.76772  -0.178
C  3.34990  2.95675  -2.10225  -0.188
C  2.37142  2.23349  -1.44142  -0.232
C  1.63380  2.85175  -0.44038  0.164
C  1.84358  4.18492  -0.10481  -0.237
C  2.82342  4.89813  -0.77714  -0.169
N  0.64908  2.10108  0.24855  -0.473
C  -0.58782  2.59813  0.76156  0.080
C  -1.66251  2.95663  -0.07402  -0.154
C  -2.89166  3.15350  0.49563  -0.171
C  -3.09110  2.95713  1.87660  -0.175
C  -2.04091  2.63844  2.69623  -0.186
C  -0.74467  2.48970  2.15407  -0.317
H  4.33666  4.84996  -2.29205  0.239
H  3.92176  2.49316  -2.89449  0.233
H  2.14072  1.21237  -1.71943  0.212
H  1.24713  4.65798  0.66514  0.229
H  2.99524  5.93602  -0.52708  0.238
H  -1.50480  3.04567  -1.14014  0.248
H  -3.72885  3.43931  -0.12729  0.244
H  -4.07810  3.09989  2.29509  0.245
H  -2.18525  2.57229  3.76647  0.237
H  0.12725  2.52205  2.79834  0.245
C  -3.86596  -2.51211  -0.70580  -0.632
C  -2.52778  -1.92290  -1.09103  0.244
C  -1.60935  -2.98740  -1.67004  -0.635
O  -1.85939  -1.41564  0.12219  -0.749
B  -1.15182  -0.32241  -0.28386  0.888
O  -1.40695  0.10153  -1.54874  -0.745
C  -2.60994  -0.64220  -1.97349  0.254
C  -3.80304  0.23633  -1.63705  -0.642
C  -2.52437  -0.89331  -3.46217  -0.634
H  -3.71998  -3.42172  -0.12399  0.230
H  -4.43216  -2.77266  -1.60138  0.231
H  -4.45349  -1.81611  -0.11165  0.229
H  -1.41609  -3.73976  -0.90555  0.225
H  -0.66030  -2.55773  -1.99883  0.198
H  -2.07092  -3.48149  -2.52439  0.239
H  -3.88969  0.39977  -0.56160  0.213
H  -4.72939  -0.20987  -1.99739  0.237
H  -3.67805  1.20074  -2.12941  0.226
H  -1.57819  -1.35197  -3.74072  0.222
H  -2.62051  0.04667  -4.00423  0.234
H  -3.33762  -1.54829  -3.77905  0.231

The gap between HOMO and LUMO (alpha / beta) is 7.628 / 7.060 eV. The total charge is +2. The multiplicity is 2. The value obtained for the LUMO energy (alpha / beta) is -6.285 / -6.849 eV. The value obtained for the HOMO energy (alpha / beta) is -13.9135 / -13.9091 eV. The energy comes out at -1439.87588 Eh.

Entry from OMol25: a single C7H15P molecule in a non-equilibrium geometry (ωB97M-V with the def2-TZVPD basis set).

Last column: natural (NBO) charge in e.
Atoms and positions in Å:
C  -1.93761  -2.19342  0.23290  -0.407
C  -1.19173  -1.28684  -0.34557  -0.175
C  -0.74060  0.07334  0.26920  -0.524
P  -1.85588  1.52746  -0.11698  0.298
C  0.75959  0.39811  0.09873  -0.038
C  1.54079  -0.96820  0.24078  -0.626
C  0.98867  1.10204  -1.27967  -0.625
C  1.27452  1.43232  1.12579  -0.615
H  -2.14407  -3.17442  -0.21679  0.206
H  -2.13603  -2.08322  1.29048  0.183
H  -1.00089  -1.53487  -1.39294  0.198
H  -0.77405  -0.15077  1.39247  0.230
H  -3.06879  0.84209  0.26051  -0.011
H  -2.23534  1.17780  -1.45367  -0.018
H  1.06927  -1.51635  1.05078  0.217
H  2.65558  -1.05629  0.18154  0.225
H  1.23646  -1.56742  -0.63637  0.213
H  1.12060  0.42163  -2.06220  0.206
H  0.27238  1.92110  -1.59258  0.217
H  1.97310  1.62910  -1.25388  0.210
H  1.01858  2.54409  0.94571  0.221
H  0.85699  1.21839  2.12873  0.202
H  2.31847  1.24430  1.13304  0.214

The gap between HOMO and LUMO is 10.025 eV. Its SMILES is C=C[C@H](P)C(C)(C)C. As for the energy above the lowest of the compared OMol25 structures with the same formula, charge and spin: 53.7 kJ/mol. The value obtained for the LUMO energy is 0.919 eV. The value obtained for the HOMO energy is -9.1057 eV. The energy comes out at -616.98755 Eh.

Entry from OMol25: 2 unconnected molecules or ions with the total composition C3H6O2S in a non-equilibrium geometry (ωB97M-V with the def2-TZVPD basis set).

Last column: natural (NBO) charge in e.
Atoms and positions in Å:
C  0.73364  1.04960  1.00347  -0.689
C  0.19928  0.45673  -0.27966  -0.440
C  -2.14163  -1.03447  -0.64427  -0.542
O  2.82348  0.46457  -0.83196  -0.889
O  1.99401  -1.35111  0.66687  -0.894
S  1.81775  -0.09813  0.01280  2.110
H  0.81118  2.19657  1.16084  0.246
H  0.65705  0.56774  2.08433  0.267
H  -0.14570  0.96839  -1.18449  0.240
H  -1.66553  -1.92342  -0.09241  0.208
H  -2.10926  -0.92741  -1.78349  0.189
H  -2.97427  -0.36906  -0.11203  0.193

The gap between HOMO and LUMO (alpha / beta) is 8.835 / 8.096 eV. As for the energy above the lowest of the compared OMol25 structures with the same formula, charge and spin: 717.0 kJ/mol. The value obtained for the LUMO energy (alpha / beta) is -0.105 / -1.019 eV. The value obtained for the HOMO energy (alpha / beta) is -8.9405 / -9.1152 eV. The energy comes out at -666.32093 Eh.